[1]
The following is a quantum chemistry calculation of a molecular structure, C28H27F3HoN7O5S, from the Open Molecules 2025 dataset.

```
72
C28H27F3HoN7O5S (ωB97M-V with the def2-TZVPD basis set)
Ho -1.066 0.443 -1.134
C -3.356 3.560 -3.120
C -2.844 2.702 -1.967
O -1.698 2.150 -2.150
C -3.649 2.619 -0.842
C -3.462 1.807 0.314
C -4.571 1.742 1.331
N -2.353 1.132 0.479
N -2.228 0.262 1.560
C -1.252 -0.604 1.437
O -0.432 -0.686 0.436
C -0.980 -1.486 2.599
C -1.789 -1.500 3.732
C -1.431 -2.259 4.832
C -0.269 -3.016 4.821
C 0.527 -3.027 3.687
C 0.171 -2.275 2.584
H -2.641 3.526 -3.940
H -3.489 4.594 -2.807
H -4.312 3.179 -3.471
H -4.588 3.155 -0.905
H -5.389 2.402 1.061
H -4.190 2.025 2.311
H -4.942 0.721 1.395
H -2.689 -0.908 3.734
H -2.051 -2.254 5.717
H 0.019 -3.589 5.692
H 1.437 -3.611 3.671
H 0.784 -2.282 1.695
C 2.775 1.009 -3.821
C 1.594 1.178 -3.115
N 1.159 0.301 -2.207
C 1.886 -0.789 -1.982
C 3.080 -1.063 -2.659
C 3.523 -0.131 -3.596
C 3.802 -2.322 -2.482
C 4.126 -2.902 -1.324
C 3.993 -2.298 -0.006
C 4.056 -3.087 1.147
C 4.047 -2.421 2.360
N 3.989 -1.100 2.442
C 3.908 -0.449 1.295
N 3.912 -0.968 0.087
H 3.098 1.745 -4.540
H 0.966 2.045 -3.280
H 1.497 -1.486 -1.245
H 4.451 -0.297 -4.125
H 4.085 -2.819 -3.401
H 4.598 -3.878 -1.332
H 4.113 -4.163 1.085
H 4.109 -2.948 3.304
H 3.858 0.630 1.349
F -4.787 -2.502 -2.880
C -3.481 -2.561 -3.137
F -3.131 -3.849 -3.163
F -3.292 -2.065 -4.363
S -2.512 -1.574 -1.869
O -2.561 -2.335 -0.662
O -1.189 -1.412 -2.466
O -3.199 -0.299 -1.852
C 1.024 1.396 2.315
C 0.832 2.418 1.261
N 0.378 2.244 0.037
C 0.379 3.488 -0.543
C 0.842 4.415 0.339
N 1.128 3.720 1.481
H 1.127 0.415 1.862
H 0.152 1.364 2.967
H 1.908 1.621 2.909
H 0.019 3.630 -1.543
H 0.994 5.471 0.254
H 1.473 4.104 2.344
```

## Properties
- Relative energy (zero: lowest compared OMol25 entry of this formula, charge and spin): 69.1 kJ/mol
- E_LUMO (spin up / spin down): -0.48 / -0.48 eV
- Net charge: 0
- Spin multiplicity: 5
- Kohn-Sham gap (spin up / spin down): 6.61 / 6.62 eV

=====

[2]
The following is a quantum chemistry calculation of a molecular structure, C28H27F3LaN3O5, from the Open Molecules 2025 dataset.

```
67
C28H27F3LaN3O5 (ωB97M-V with the def2-TZVPD basis set)
La -0.839 0.558 -0.210
O -1.325 4.256 -2.979
C -1.327 3.448 -2.039
O -0.919 2.199 -2.120
C -1.784 3.958 -0.655
C -2.273 5.257 -0.334
C -2.643 5.518 1.016
C -2.598 4.591 2.049
C -2.066 3.292 1.627
N -1.759 3.091 0.364
C -1.841 2.096 2.575
O -2.228 2.384 3.721
O -1.335 0.952 2.113
H -2.338 6.085 -1.057
H -2.977 6.547 1.218
H -2.917 4.841 3.063
C -0.121 -2.540 3.295
C -1.057 -3.239 2.353
C -2.079 -4.049 2.819
C -3.071 -4.477 1.947
C -3.040 -4.131 0.602
C -1.995 -3.444 0.015
C -1.937 -3.300 -1.469
C -1.040 -2.910 0.956
N -0.141 -1.892 0.587
C 1.009 -2.198 0.006
C 1.505 -3.639 -0.117
C 1.886 -1.185 -0.551
C 3.159 -1.746 -1.195
N 1.610 0.105 -0.514
C 2.432 1.119 -1.050
C 3.442 1.700 -0.228
C 3.622 1.256 1.203
C 4.325 2.624 -0.782
C 4.197 3.029 -2.091
C 3.183 2.513 -2.883
C 2.287 1.560 -2.414
C 1.426 0.916 -3.486
H -0.334 -2.820 4.325
H -0.211 -1.437 3.175
H 0.935 -2.789 3.100
H -2.106 -4.279 3.886
H -3.909 -5.075 2.287
H -3.887 -4.392 -0.032
H -2.912 -2.896 -1.809
H -1.618 -4.101 -2.150
H -1.238 -2.449 -1.856
H 0.872 -4.372 0.412
H 2.546 -3.661 0.210
H 1.560 -3.909 -1.191
H 2.845 -2.492 -1.933
H 3.654 -2.338 -0.418
H 3.844 -1.000 -1.611
H 2.647 1.110 1.688
H 4.215 1.990 1.754
H 4.158 0.290 1.281
H 5.114 3.025 -0.145
H 4.900 3.750 -2.523
H 3.077 2.811 -3.942
H 1.425 1.549 -4.391
H 0.366 0.744 -3.246
H 1.740 -0.112 -3.724
F -3.199 -1.130 1.904
C -3.367 -0.405 0.748
F -4.156 0.670 1.123
F -4.073 -1.124 -0.180
O -1.326 -0.306 -2.096
```

## Properties
- Relative energy (zero: lowest compared OMol25 entry of this formula, charge and spin): 0.0 kJ/mol
- E_LUMO (spin up / spin down): 3.99 / 3.99 eV
- Net charge: -2
- Kohn-Sham gap (spin up / spin down): 4.39 / 4.39 eV

=====

[3]
The following is a quantum chemistry calculation of a molecular structure, C28H27N3PdSSi, from the Open Molecules 2025 dataset.

```
61
C28H27N3PdSSi (ωB97M-V with the def2-TZVPD basis set)
C 1.036 -3.466 1.322
C -0.221 -2.947 0.867
C -0.058 -2.536 -0.493
H -1.104 -2.881 1.491
C 1.279 -2.847 -0.908
C 1.959 -3.391 0.230
H 3.000 -3.714 0.260
H 1.289 -3.846 2.297
H -0.843 -2.107 -1.137
H 1.738 -2.658 -1.883
Pd 1.282 -1.540 0.628
C -1.196 1.496 -0.328
H -0.303 1.081 -0.837
H -0.900 2.225 0.418
H -1.504 0.608 0.267
Si -2.682 1.647 -1.594
C -4.105 2.426 -0.697
C -4.963 1.480 -0.119
H -4.763 0.407 -0.278
C -5.974 1.906 0.741
H -6.583 1.162 1.225
C -6.152 3.257 0.993
H -6.941 3.584 1.651
C -5.310 4.195 0.414
H -5.415 5.248 0.624
C -4.292 3.794 -0.449
H -3.588 4.516 -0.891
C -2.974 0.981 -3.338
C -4.238 1.178 -3.933
H -4.978 1.826 -3.449
C -4.545 0.535 -5.132
H -5.537 0.640 -5.544
C -3.623 -0.252 -5.793
H -3.876 -0.769 -6.699
C -2.346 -0.364 -5.264
H -1.593 -0.952 -5.768
C -1.999 0.248 -4.056
H -0.988 0.163 -3.644
H -0.039 2.831 -1.395
H 0.429 2.835 -0.823
N 4.959 0.066 2.773
C 5.090 -1.079 3.545
C 6.084 -1.499 4.425
C 6.007 -2.833 4.873
C 4.962 -3.686 4.459
C 3.964 -3.243 3.581
C 4.023 -1.917 3.134
N 3.284 -1.248 2.176
C 3.881 -0.061 1.948
C 3.495 0.852 0.878
C 4.070 2.066 0.537
S 3.310 2.704 -0.860
C 2.274 1.339 -0.952
N 2.480 0.464 0.023
H 5.573 0.878 2.788
H 6.859 -0.774 4.703
H 6.772 -3.182 5.569
H 4.973 -4.713 4.829
H 3.162 -3.894 3.238
H 4.868 2.549 1.084
H 1.532 1.212 -1.729
```

## Properties
- E_LUMO (spin up / spin down): -7.06 / -10.47 eV
- Net charge: +2
- Spin multiplicity: 5
- Kohn-Sham gap (spin up / spin down): 2.58 / 2.20 eV

=====

[4]
The following is a quantum chemistry calculation of a molecular structure, C28H27N4O6S2Sr, from the Open Molecules 2025 dataset.

```
68
C28H27N4O6S2Sr (ωB97M-V with the def2-TZVPD basis set)
Sr 1.691 0.783 0.674
C 3.571 -2.312 3.114
C 3.436 -1.170 2.123
O 2.567 -1.201 1.267
N 4.372 -0.222 2.217
C 4.266 1.049 1.519
C 4.575 1.008 0.080
C 5.756 1.564 -0.423
C 5.999 1.501 -1.778
C 5.045 0.914 -2.605
C 3.882 0.442 -2.025
N 3.670 0.468 -0.722
H 2.773 -2.213 3.847
H 4.533 -2.320 3.620
H 3.427 -3.248 2.578
H 4.955 -0.221 3.036
H 4.902 1.778 2.016
H 3.248 1.402 1.664
H 6.457 2.027 0.254
H 6.914 1.901 -2.194
H 5.201 0.836 -3.671
H 3.061 0.026 -2.599
O -5.339 -3.533 1.459
C -4.066 -4.020 1.821
C -3.015 -2.949 1.674
C -1.666 -3.286 1.742
C -0.727 -2.272 1.607
N -1.045 -1.005 1.446
C -2.330 -0.663 1.386
C -3.351 -1.620 1.486
C -2.605 0.776 1.216
C -3.854 1.343 1.489
C -4.032 2.711 1.325
C -5.375 3.346 1.593
O -6.458 2.595 1.082
C -2.952 3.473 0.896
C -1.746 2.823 0.645
N -1.585 1.525 0.797
H -5.971 -4.257 1.503
H -3.788 -4.880 1.192
H -4.079 -4.355 2.872
H -1.365 -4.311 1.898
H 0.334 -2.470 1.616
H -4.393 -1.353 1.409
H -4.686 0.748 1.835
H -5.396 4.366 1.180
H -5.546 3.412 2.672
H -6.256 2.376 0.165
H -3.047 4.542 0.769
H -0.866 3.361 0.320
C 0.452 -0.081 -1.348
C 0.014 -0.385 -2.441
C -0.432 -0.818 -3.721
C -0.118 -2.110 -4.154
C -0.515 -2.550 -5.400
C -1.230 -1.713 -6.241
C -1.550 -0.431 -5.821
C -1.157 0.018 -4.575
H 0.445 -2.749 -3.490
H -0.268 -3.550 -5.728
H -1.530 -2.056 -7.221
H -2.112 0.216 -6.481
H -1.397 1.018 -4.245
O 1.281 4.398 2.438
S 2.078 3.316 1.879
O 1.554 2.859 0.567
O 3.505 3.635 1.754
S 1.879 1.770 3.142
```

## Properties
- Relative energy (zero: lowest compared OMol25 entry of this formula, charge and spin): 358.0 kJ/mol
- E_LUMO: 2.17 eV
- Net charge: -1
- Kohn-Sham gap: 6.85 eV

=====

[5]
The following is a quantum chemistry calculation of 15 unconnected molecules or ions with the total composition C28H28BrCl57P, from the Open Molecules 2025 dataset.

```
115
C28H28BrCl57P (ωB97M-V with the def2-TZVPD basis set)
C -0.677 -1.563 2.962
C -1.834 -1.687 2.258
C -2.795 -2.814 2.484
P -4.328 -3.235 1.377
C -5.918 -3.721 0.370
C -4.049 -1.705 0.216
C -5.579 -2.042 2.463
C -4.929 -1.043 3.316
C -4.740 0.274 3.000
C -3.275 -4.294 0.066
C -1.762 -4.396 0.079
C -1.036 -3.324 -0.738
Cl -1.283 -6.022 -0.775
C -4.672 -4.726 2.613
C -4.403 -6.204 2.387
C -2.948 -6.674 2.256
Br -5.559 -7.105 1.069
H -0.095 -2.437 3.240
H -0.356 -0.582 3.299
H -2.039 -0.875 1.569
H -2.240 -3.752 2.628
H -3.120 -2.654 3.512
H -6.533 -2.863 0.092
H -5.689 -4.263 -0.549
H -6.573 -4.383 0.941
H -4.297 -0.737 0.655
H -4.699 -1.813 -0.655
H -3.039 -1.637 -0.193
H -6.279 -2.644 3.060
H -6.205 -1.502 1.747
H -4.574 -1.384 4.290
H -3.746 0.712 3.080
H -5.521 0.937 2.634
H -3.506 -3.835 -0.898
H -3.704 -5.286 -0.069
H -1.252 -4.528 1.025
H -1.704 -2.864 -1.461
H -0.624 -2.552 -0.084
H -0.198 -3.746 -1.288
H -5.720 -4.657 2.915
H -4.157 -4.523 3.562
H -4.763 -6.697 3.290
H -2.767 -7.132 1.289
H -2.248 -5.866 2.441
H -2.755 -7.456 2.992
C -1.029 1.163 -3.747
Cl -2.411 1.057 -4.836
Cl -1.509 0.698 -2.124
Cl 0.262 0.096 -4.319
Cl -0.418 2.830 -3.703
C -2.108 -1.825 7.347
Cl -1.557 -3.297 8.166
Cl -1.448 -0.413 8.188
Cl -1.556 -1.832 5.672
Cl -3.872 -1.760 7.393
C 2.781 5.328 -2.969
Cl 2.796 3.629 -2.499
Cl 3.562 6.291 -1.705
Cl 3.649 5.533 -4.494
Cl 1.108 5.869 -3.154
C -5.374 4.652 1.404
Cl -4.772 4.965 -0.236
Cl -5.312 2.921 1.731
Cl -4.343 5.495 2.563
Cl -7.035 5.244 1.530
C 6.916 3.301 -3.396
Cl 6.231 4.696 -2.551
Cl 6.048 3.003 -4.904
Cl 8.620 3.613 -3.750
Cl 6.782 1.877 -2.363
C -9.745 -7.340 0.080
Cl -11.189 -7.648 -0.902
Cl -10.112 -7.677 1.777
Cl -8.438 -8.390 -0.457
Cl -9.251 -5.660 -0.093
C -12.524 -9.456 -4.280
Cl -13.484 -8.827 -2.938
Cl -11.384 -10.655 -3.670
Cl -13.597 -10.207 -5.467
Cl -11.639 -8.132 -5.037
C 12.364 4.803 -3.135
Cl 12.207 3.455 -4.265
Cl 14.046 4.950 -2.618
Cl 11.857 6.296 -3.924
Cl 11.337 4.504 -1.730
C 7.875 0.135 1.476
Cl 8.742 1.007 0.209
Cl 7.564 -1.517 0.940
Cl 8.849 0.106 2.949
Cl 6.341 0.945 1.795
C -0.136 6.035 1.663
Cl -1.501 5.479 0.707
Cl -0.580 6.039 3.374
Cl 1.240 4.957 1.417
Cl 0.306 7.676 1.170
C 2.032 2.953 -7.801
Cl 3.007 1.482 -7.914
Cl 1.093 2.925 -6.313
Cl 3.106 4.357 -7.783
Cl 0.951 3.050 -9.194
C 2.775 -1.758 -0.363
Cl 1.688 -1.693 1.020
Cl 1.960 -1.073 -1.774
Cl 4.227 -0.789 -0.029
Cl 3.245 -3.429 -0.678
C 12.105 9.550 -0.757
Cl 13.550 9.903 -1.713
Cl 11.655 7.864 -0.997
Cl 12.432 9.843 0.954
Cl 10.784 10.597 -1.286
C 15.681 12.298 0.777
Cl 15.692 10.602 1.265
Cl 16.391 13.280 2.062
Cl 16.630 12.485 -0.701
Cl 14.026 12.837 0.479
```

## Properties
- E_LUMO: 0.83 eV
- Net charge: -1
- Kohn-Sham gap: 5.19 eV

=====

[6]
The following is a quantum chemistry calculation of a molecular structure, C28H28BrIN14SiTi, from the Open Molecules 2025 dataset.

```
74
C28H28BrIN14SiTi (ωB97M-V with the def2-TZVPD basis set)
Ti -0.251 -0.171 -0.022
N -3.678 0.551 0.752
C -2.708 1.326 1.325
N -2.938 2.318 2.161
N -1.704 2.779 2.456
N -0.800 2.125 1.844
N -1.401 1.163 1.082
C -3.384 -0.596 0.069
N -4.305 -1.413 -0.402
N -3.593 -2.402 -0.986
N -2.344 -2.202 -0.892
N -2.138 -1.026 -0.205
H -4.637 0.709 1.012
C 3.535 -2.008 -0.077
C 3.274 -0.536 -0.005
C 4.300 0.322 0.330
C 4.081 1.701 0.345
C 2.856 2.207 0.004
C 1.852 1.289 -0.360
N 2.056 -0.047 -0.344
N 0.562 1.561 -0.664
Si -0.010 3.125 -1.276
C -1.780 2.890 -1.854
C 0.083 4.553 -0.067
C 1.067 3.502 -2.772
H 4.606 -2.180 -0.161
H 3.034 -2.459 -0.930
H 3.174 -2.520 0.815
H 5.276 -0.083 0.555
H 4.884 2.370 0.628
H 2.646 3.265 0.032
H -2.404 2.331 -1.154
H -1.820 2.392 -2.823
H -2.245 3.872 -1.972
H -0.769 4.572 0.610
H 0.078 5.477 -0.653
H 0.979 4.552 0.551
H 1.222 2.613 -3.386
H 2.045 3.905 -2.508
H 0.568 4.247 -3.397
N 1.915 -7.332 0.692
C 1.587 -6.231 0.644
C 1.189 -4.855 0.579
C 1.168 -4.081 1.734
C 0.789 -2.748 1.666
C 0.426 -2.150 0.459
C 0.457 -2.955 -0.687
C 0.825 -4.289 -0.638
H 1.450 -4.519 2.682
H 0.794 -2.174 2.579
H 0.162 -2.567 -1.651
H 0.825 -4.891 -1.537
Br 1.703 0.446 3.259
C -0.048 0.039 3.886
C -0.432 0.461 5.152
C -1.715 0.140 5.555
C -2.539 -0.581 4.699
C -2.044 -0.947 3.462
N -0.810 -0.633 3.057
H 0.242 1.024 5.778
H -2.068 0.453 6.527
H -3.547 -0.849 4.977
H -2.644 -1.510 2.756
I -3.620 0.042 -5.182
C -1.751 -0.191 -4.322
C -0.603 -0.287 -5.086
C 0.611 -0.414 -4.430
C 0.633 -0.435 -3.050
N -0.481 -0.359 -2.307
C -1.650 -0.241 -2.938
H -0.653 -0.259 -6.166
H 1.539 -0.494 -4.978
H 1.559 -0.521 -2.500
H -2.537 -0.167 -2.330
```

## Properties
- Relative energy (zero: lowest compared OMol25 entry of this formula, charge and spin): 22.2 kJ/mol
- E_LUMO: -1.03 eV
- Net charge: 0
- Kohn-Sham gap: 7.58 eV